# 1
Entry from the Open Molecules 2025 dataset: a 2-piece molecular cluster, C5H12O2 overall in a non-equilibrium geometry (ωB97M-V with the def2-TZVPD basis set).

Geometry (Å):
1 C 2.61726 0.45136 1.51328
2 C 1.14947 0.20347 1.20965
3 C 1.05361 -0.29116 -0.20869
4 O 0.82953 -1.43746 -0.52229
5 C -1.54715 0.01423 -0.39777
6 C -1.80505 -0.36679 -1.86921
7 O -2.70156 0.33999 0.34382
8 H 3.17853 -0.47652 1.38269
9 H 3.00262 1.21047 0.82761
10 H 2.73961 0.78003 2.54891
11 H 0.77893 -0.55697 1.89704
12 H 0.59364 1.13869 1.34093
13 H 1.26639 0.47464 -0.98890
14 H -1.07635 -0.88202 0.12904
15 H -1.04448 1.01854 -0.42744
16 H -2.16188 -1.39626 -1.92649
17 H -2.55394 0.27038 -2.35973
18 H -0.89700 -0.31254 -2.48410
19 H -3.42217 -0.18207 -0.00835

Cartesian forces, eV/Å:
0.2 0.0 0.0
0.0 -0.1 0.1
0.4 -0.5 0.0
0.7 0.5 0.0
-0.2 -0.1 -0.2
-0.2 -0.2 0.0
-0.9 0.1 -0.1
0.1 0.1 0.0
0.2 0.0 0.2
0.1 0.1 -0.2
-0.3 0.0 -0.1
-0.1 -0.2 -0.1
0.0 -0.1 0.1
-0.3 1.8 -0.7
0.6 -1.3 0.4
0.0 0.0 -0.1
0.1 0.1 0.3
-0.1 0.0 0.3
-0.4 -0.1 0.1

- energy above the lowest of the compared OMol25 structures with the same formula, charge and spin (kcal/mol) = 43.8
- LUMO energy (eV) = 0.80
- HOMO (Ha) = -0.3635
- SMILES = CCC=O.CCO
- orbital gap (eV) = 10.69

natural (NBO) population analysis, charges in e, atoms 1 to 4: C -0.5967; C -0.5156; C 0.4578; O -0.5467

***

# 2
Entry from the Open Molecules 2025 dataset: one molecule with the formula C5H12O2 (ωB97M-V with the def2-TZVPD basis set).

Geometry (Å):
1 C -1.43655 -0.80938 1.27331
2 O -0.38432 0.12480 1.12269
3 C -0.26245 0.68959 -0.19200
4 C -0.13621 2.19872 -0.05497
5 C 0.93299 0.08375 -0.93397
6 C 1.00681 -1.43469 -0.81486
7 O 1.38210 -1.84672 0.48017
8 H -2.41748 -0.33151 1.15120
9 H -1.35828 -1.21612 2.28505
10 H -1.35703 -1.63906 0.55907
11 H -1.17888 0.45118 -0.75115
12 H 0.76082 2.45323 0.51863
13 H -1.00106 2.62273 0.46360
14 H -0.05315 2.66736 -1.04244
15 H 1.86708 0.50467 -0.53948
16 H 0.86543 0.38380 -1.98776
17 H 0.03666 -1.86969 -1.11342
18 H 1.75395 -1.82845 -1.50938
19 H 0.97957 -1.20422 1.08571

Cartesian forces, eV/Å:
-0.2 -0.1 0.1
0.1 0.1 0.0
0.0 0.1 -0.1
0.0 0.1 0.0
0.0 0.1 0.0
-0.1 0.1 -0.4
0.0 0.0 0.2
0.1 0.0 0.0
-0.1 0.1 -0.1
0.0 0.1 0.1
0.1 0.0 0.1
-0.1 -0.1 -0.1
0.1 -0.1 -0.1
0.0 -0.1 0.1
-0.1 0.0 0.0
0.0 -0.1 0.1
0.1 0.0 0.1
0.0 0.0 0.1
0.1 -0.2 0.0

- energy above the lowest of the compared OMol25 structures with the same formula, charge and spin (kcal/mol) = 26.6
- LUMO energy (eV) = 1.05
- HOMO (Ha) = -0.3620
- SMILES = CO[C@@H](C)CCO
- orbital gap (eV) = 10.90

natural (NBO) population analysis, charges in e, atoms 1 to 4: C -0.2552; O -0.5702; C 0.1034; C -0.6211

***

# 3
Entry from the Open Molecules 2025 dataset: C5H12O2 as an isolated structure (ωB97M-V with the def2-TZVPD basis set).

Geometry (Å):
1 C 1.58019 0.98127 0.74749
2 C 1.64361 -0.64428 -0.65820
3 O 0.63270 1.81281 0.57044
4 O 1.62396 0.29278 1.93895
5 H -0.23372 1.27878 -0.25348
6 H 0.78538 0.46529 2.38922
7 H 2.58243 1.22431 0.40142
8 H 2.43111 -0.96999 0.01609
9 H 1.00469 -1.51492 -0.83240
10 H 2.07851 -0.30575 -1.59993
11 C -1.98550 -0.84421 0.59235
12 C -1.90353 -0.14174 -0.72237
13 C -0.83490 0.57063 -1.12814
14 H -2.77531 -0.23276 -1.36706
15 H -2.77742 -0.40943 1.21151
16 H -2.24278 -1.89874 0.45349
17 H -1.04566 -0.78624 1.14205
18 H -0.84388 1.03106 -2.11140
19 H 0.28013 0.09113 -0.79000

Cartesian forces, eV/Å:
-0.2 -0.2 -0.1
-0.1 0.3 0.3
0.0 -0.2 0.0
-0.1 0.1 -0.2
0.3 -0.1 0.2
0.0 0.0 -0.1
0.0 0.0 0.0
0.0 0.0 0.0
0.0 0.0 0.0
0.0 0.0 0.0
0.0 0.0 0.0
0.3 0.2 -0.1
-0.5 -0.2 -0.2
0.0 0.0 0.0
0.0 0.0 -0.1
0.0 0.1 0.0
0.0 0.0 0.0
-0.1 0.0 0.0
0.2 0.1 0.3

- energy above the lowest of the compared OMol25 structures with the same formula, charge and spin (kcal/mol) = 119.2
- LUMO energy (eV) = 0.64
- HOMO (Ha) = -0.3099
- orbital gap (eV) = 9.08

natural (NBO) population analysis, charges in e, atoms 1 to 4: C 0.5692; C -0.9048; O -0.7108; O -0.7145